[1]
Computed, not measured: an isolated molecule of C19H23N5O2 in a non-equilibrium geometry, with ωB97M-V with the def2-TZVPD basis set.

The geometry in XYZ format:
```
49
Properties=species:S:1:pos:R:3:forces:R:3:lowdin_charge:R:1
N 3.4653 3.0059 0.2252 0.3 -1.8 -1.3 0.067
N 4.4418 0.3573 0.5095 0.2 1.5 0.5 0.117
N -1.4232 1.4279 4.0585 1.4 0.8 1.4 0.097
O -1.4095 -0.2350 0.7005 -0.4 0.7 -1.2 0.093
O 3.0773 0.0909 3.7209 0.0 0.9 -0.3 -0.083
C 0.8739 -0.2846 0.9652 -2.2 0.0 -2.2 -0.088
C -0.2345 -0.4996 0.0606 4.6 -0.4 2.1 -0.178
C 4.8093 2.7875 0.2026 -1.5 -3.2 0.9 -0.122
C 5.2787 1.4427 0.3877 -1.6 -0.3 -0.4 -0.093
C 2.6435 1.8966 0.2167 3.1 0.8 1.7 -0.053
C -0.0567 1.4159 4.2460 -1.2 -1.5 -3.3 -0.042
C 3.1022 0.5749 0.5355 2.8 4.2 -1.9 -0.377
C -1.9547 1.0436 2.9545 1.0 -2.4 -3.0 -0.313
C -1.1132 0.4399 1.9172 -0.4 -0.6 0.5 -0.076
C 0.2283 0.3216 2.0858 2.8 0.8 1.6 -0.098
C 0.8086 0.8892 3.2628 -0.6 2.2 1.7 -0.087
N 2.2879 -0.4629 0.7051 -2.5 -1.8 0.2 0.096
N -0.0379 -1.0607 -1.2048 -1.6 1.0 0.6 0.097
C -3.4077 1.1315 2.7439 -0.2 2.5 1.7 -0.029
C 2.2512 1.3015 3.5031 0.0 -3.2 -0.8 -0.156
C -3.1153 -2.2860 -4.1208 0.7 0.3 -0.8 -0.228
C -3.3488 -2.2437 -2.6678 0.4 -1.9 2.8 -0.227
C -2.1277 -1.1445 -4.3876 1.3 -1.1 -3.1 -0.197
C -2.0811 -2.1981 -1.7397 -1.6 0.4 -0.2 -0.146
C -0.8136 -1.2544 -3.5753 0.2 1.7 -0.1 -0.152
C -1.1864 -1.0180 -2.0898 0.1 -2.1 -1.4 -0.341
H 3.2464 -0.4216 2.8962 -0.5 0.9 0.6 0.067
H 5.5256 3.5579 0.0427 0.1 0.8 0.2 0.082
H 6.3466 1.1815 0.4172 -0.5 0.3 -0.1 0.100
H 1.6240 2.0995 0.1786 -1.7 0.3 -0.1 0.087
H 0.2838 1.8780 5.1333 0.4 0.3 0.8 0.098
H 2.5931 -1.2305 0.1134 -0.4 -0.4 0.7 0.150
H 0.8764 -1.0146 -1.6681 -0.6 0.4 0.9 0.150
H -3.8504 0.1813 2.5135 -0.5 -0.1 -0.3 0.078
H -3.7337 1.6092 3.7162 -0.3 -1.1 -0.9 0.100
H -3.5870 1.9698 2.0491 -0.3 -0.8 -0.4 0.092
H 2.6486 1.9387 2.7349 0.2 0.0 -0.6 0.091
H 2.2697 1.8993 4.3792 0.3 0.1 1.1 0.097
H -4.1569 -2.1574 -4.4299 0.4 0.2 -1.3 0.111
H -2.6847 -3.2166 -4.5877 -0.5 0.6 0.9 0.133
H -4.0177 -1.3849 -2.4806 0.3 -0.4 0.3 0.124
H -3.8319 -3.1995 -2.3551 -0.3 0.8 -0.1 0.120
H -2.4834 -0.1680 -4.1787 -0.9 0.9 0.4 0.092
H -1.8928 -1.0959 -5.5197 -0.2 -0.2 1.7 0.133
H -2.4395 -1.9675 -0.7372 -0.1 -0.6 0.2 0.101
H -1.5945 -3.1927 -1.7428 0.1 0.7 -0.1 0.132
H -0.1393 -2.0853 -3.7454 -0.7 -1.1 0.3 0.114
H -0.1288 -0.4926 -3.9681 -0.3 0.7 0.3 0.108
H -1.8311 -0.1276 -1.9765 0.7 0.1 -0.1 0.159
```
Positions in Å, forces in eV/Å.

As for the lowest unoccupied orbital energy: 0.23 eV. Its charge is 0. Its structure (SMILES) is Cc1ncc(CO)c2c(Nc3cnccn3)c(NC3CCCCC3)oc12.

[2]
Computed, not measured: a structure of composition C19H24BrCsN4O5, with ωB97M-V with the def2-TZVPD basis set.

The geometry in XYZ format:
```
54
Properties=species:S:1:pos:R:3:forces:R:3:lowdin_charge:R:1
Cs -1.9320 -0.5798 -0.7776 -0.1 -0.5 -0.6 1.317
O 1.1671 3.3830 2.4889 0.0 0.0 0.0 0.038
C 0.0246 3.0095 3.1536 -0.1 0.0 0.0 -0.279
C -0.0447 3.2976 4.5107 0.0 0.0 -0.1 -0.025
C -1.1698 2.9297 5.2287 0.0 0.0 0.0 -0.098
C -2.2251 2.2898 4.5953 -0.1 0.0 0.1 -0.096
C -2.1445 2.0129 3.2413 0.1 0.0 -0.1 -0.026
C -1.0207 2.3532 2.5035 0.1 0.1 0.1 -0.113
C -0.9572 2.0085 1.0120 0.1 0.4 0.1 -0.547
O -2.1033 1.6540 0.4767 0.1 0.5 0.2 -0.481
N 0.1515 0.9292 0.9619 -0.1 0.0 0.1 -0.058
N 0.7141 0.6869 -0.2246 0.0 0.2 0.0 -0.094
C 1.8813 0.1758 -0.3051 -0.2 0.1 0.1 -0.225
C 2.4532 -0.2114 -1.5842 0.5 0.0 0.0 -0.637
Br 1.2395 -0.5936 -3.0063 0.0 0.1 0.1 0.731
C 3.7633 -0.3766 -1.8115 -0.4 -0.1 -0.3 -0.118
C 4.8501 -0.0619 -0.8798 0.2 0.0 0.1 -0.227
C 5.9847 -0.8807 -0.8710 -0.1 0.1 0.0 -0.040
C 7.0397 -0.6200 -0.0150 0.0 0.0 0.0 -0.085
C 6.9889 0.4732 0.8394 0.1 0.0 0.0 -0.091
C 5.8827 1.3065 0.8226 0.0 0.0 0.0 -0.076
C 4.8230 1.0464 -0.0322 0.0 0.0 0.0 -0.045
H 1.0137 3.2874 1.5416 0.0 0.0 0.0 0.078
H 0.7842 3.8103 4.9798 0.0 0.0 0.0 0.112
H -1.2242 3.1545 6.2865 0.0 0.0 0.0 0.098
H -3.1084 2.0149 5.1573 0.0 0.0 0.0 0.095
H -2.9498 1.5350 2.6990 0.0 0.0 0.0 0.108
H -0.4878 2.8770 0.4726 0.0 0.0 0.1 0.133
H 0.7555 0.8822 1.7813 0.1 0.0 -0.1 0.127
H 2.4975 -0.0001 0.5808 0.0 0.0 0.0 0.131
H 4.0684 -0.7889 -2.7664 0.0 0.0 0.0 0.100
H 6.0260 -1.7310 -1.5403 0.0 0.0 0.0 0.112
H 7.9052 -1.2693 -0.0162 0.0 0.0 0.0 0.102
H 7.8146 0.6813 1.5067 0.0 0.0 0.0 0.101
H 5.8445 2.1717 1.4711 0.0 0.0 0.0 0.106
H 3.9813 1.7253 -0.0612 0.0 0.0 0.0 0.112
C -4.9195 -5.7452 -1.2678 -0.1 0.0 0.0 -0.060
O -3.8831 -4.9359 -0.7265 0.0 0.0 0.0 -0.006
C -3.2982 -3.9673 -1.4510 0.2 -0.1 0.0 -0.593
O -2.4588 -3.2647 -0.9489 -0.1 -0.6 0.2 -0.133
N -3.7014 -3.8414 -2.7482 -0.2 0.0 -0.2 -0.006
N -3.0787 -2.8586 -3.5306 -0.1 -0.2 0.2 0.058
H -5.2499 -6.3794 -0.4507 0.0 0.0 0.0 0.098
H -4.5499 -6.3854 -2.0737 0.0 0.0 0.0 0.095
H -5.7578 -5.1398 -1.6177 0.0 0.0 0.0 0.099
H -4.1901 -4.5943 -3.2037 0.0 0.0 0.0 0.125
H -3.7739 -2.3807 -4.0861 0.1 0.0 0.0 0.094
H -2.3678 -3.2799 -4.1153 0.0 0.1 -0.1 0.097
C -3.8378 1.7174 -2.5350 -0.1 0.1 -0.1 -0.184
O -2.8218 1.1954 -3.3949 0.0 0.0 0.1 -0.189
H -4.2008 2.6834 -2.8961 0.0 0.0 0.0 0.081
H -3.4890 1.8320 -1.5045 0.0 0.1 0.0 0.032
H -4.6654 1.0080 -2.5661 0.0 0.0 0.0 0.079
H -2.0437 1.7539 -3.3031 0.0 0.0 0.0 0.075
```
Positions in Å, forces in eV/Å.

As for the lowest unoccupied orbital energy: -0.27 eV. Its charge is 0.

Energy above the lowest of the compared OMol25 structures with the same formula, charge and spin, record by record: 5.5362, 0.0000 eV